# 1
DFT (ωB97M-V/def2-TZVPD) results for 2 unconnected molecules or ions with the total composition CH9N4P.

As for the total energy: -16429.59112 eV. As for the charge: 0. The HOMO energy (spin up / spin down) is -7.5 / -7.4 eV. The relative energy (zero: lowest compared OMol25 entry of this formula, charge and spin) is 291.3 kJ/mol. The calculation puts the largest force on an atom at 2.33 eV Å⁻¹.

```
15
Properties=species:S:1:pos:R:3:forces:R:3
C 2.658370 0.054795 -0.173900 0.40 1.36 -0.30
N 1.737962 -0.918914 0.130469 -2.02 -1.11 0.35
N -1.639021 0.419535 -1.324463 0.05 0.04 -0.17
N -0.975180 1.162057 0.988533 0.14 -0.22 -0.11
N -1.486194 -1.479513 0.332871 0.32 -0.02 0.10
P -0.610595 -0.103364 -0.074019 1.13 -0.06 0.14
H 2.602995 0.450257 -1.204034 0.15 -0.01 0.07
H 3.619810 -0.479075 -0.096102 0.00 -0.03 0.01
H 2.703954 0.906224 0.533938 0.13 -0.02 -0.15
H -1.340796 1.310920 -1.700216 -0.06 0.04 -0.05
H -1.660515 -0.269512 -2.066158 -0.12 0.03 -0.06
H -0.366907 1.191442 1.793499 -0.04 0.06 0.09
H -1.955636 1.211759 1.237079 -0.01 0.22 0.11
H -0.919463 -2.154392 0.825461 -0.03 -0.11 0.07
H -2.368785 -1.302218 0.797040 -0.03 -0.16 -0.08
```
Positions in Å, forces in eV/Å.

Here are the Mulliken charges for atoms 1 to 6, given in e:
1. C -0.604
2. N -0.411
3. N -0.671
4. N -0.622
5. N -0.633
6. P 0.638

***

# 2
DFT (ωB97M-V/def2-TZVPD) results for C7H10O2 in the gas phase.

As for the total energy: -11512.72956 eV. As for the charge: 0. The HOMO energy is -8.9 eV. The relative energy (zero: lowest compared OMol25 entry of this formula, charge and spin) is 301.7 kJ/mol. As for the SMILES: C=C=C(C)[C@@H](O)C(C)=O. The calculation puts the largest force on an atom at 5.07 eV Å⁻¹.

```
19
Properties=species:S:1:pos:R:3:forces:R:3
C -0.335469 1.390289 -2.099748 0.41 0.26 0.13
C -0.389958 0.623989 -1.046070 -2.35 -0.50 -0.32
C -0.902994 -0.276894 -0.185536 0.08 1.48 -0.24
C -1.999371 0.079645 0.773207 -0.28 0.11 -0.34
C 0.015725 -1.381752 0.191010 2.08 1.61 -0.92
O 0.261791 -2.376629 -0.734407 -0.14 -0.25 -0.11
C 1.279414 -0.250193 0.040582 1.04 -4.59 1.90
C 1.579408 0.549975 1.278455 -0.20 0.78 -0.54
O 2.109315 -0.578275 -0.797626 -0.76 1.15 0.11
H 0.372421 2.206277 -2.161926 0.02 0.10 0.02
H -0.961036 1.222953 -2.967336 0.03 -0.19 -0.02
H -2.341454 1.102524 0.629843 -0.04 -0.02 0.04
H -2.835312 -0.598835 0.582107 -0.05 -0.01 0.09
H -1.700664 -0.062459 1.812529 0.09 0.00 0.00
H -0.184545 -1.780807 1.185454 0.18 0.07 -0.01
H 1.033988 -2.075110 -1.259254 -0.10 0.00 0.23
H 0.668475 0.951217 1.716557 0.02 0.08 0.05
H 2.059858 -0.101455 2.008712 -0.01 -0.18 -0.19
H 2.270408 1.355540 1.033447 -0.03 0.10 0.11
```
Positions in Å, forces in eV/Å.

Here are the Mulliken charges for atoms 1 to 6, given in e:
1. C -0.802
2. C 0.202
3. C 0.552
4. C -1.432
5. C -0.423
6. O -0.608

***

# 3
DFT (ωB97M-V/def2-TZVPD) results for 2 unconnected molecules or ions with the total composition C4H9N2O.

As for the total energy: -9313.39339 eV. As for the charge: +1. The HOMO energy is -14.0 eV. The relative energy (zero: lowest compared OMol25 entry of this formula, charge and spin) is 253.0 kJ/mol. The calculation puts the largest force on an atom at 5.63 eV Å⁻¹.

```
16
Properties=species:S:1:pos:R:3:forces:R:3
C 0.083683 -1.453863 -4.535639 -0.35 0.11 1.56
C -0.209887 0.730003 1.127109 1.33 1.06 -5.37
C 0.284825 0.035407 0.031998 0.62 -1.59 1.02
C 0.272745 0.310444 2.389200 -1.98 -0.10 4.69
N -0.533424 -1.622876 -3.509913 -0.94 -0.34 1.31
N 0.077009 0.210105 -1.455011 1.39 1.68 -0.66
O 0.859485 -1.105237 -5.265977 2.17 0.68 -3.13
H -0.665538 1.772393 1.011911 0.15 -1.82 0.08
H 0.937448 -0.935524 0.108488 -1.40 2.14 0.45
H 0.696358 1.133635 3.023671 -0.04 -0.69 -0.85
H 0.865319 -0.570075 2.390426 0.90 -0.50 -0.22
H -0.627257 -0.016864 3.057295 1.17 0.61 -1.06
H -1.387091 -2.126663 -3.517130 -0.81 -0.56 0.12
H 0.721694 0.956470 -1.936352 -1.35 -1.48 1.37
H -0.870375 0.472204 -1.663766 -0.68 0.45 -0.12
H 0.199280 -0.657607 -2.049509 -0.16 0.36 0.80
```
Positions in Å, forces in eV/Å.

Here are the Mulliken charges for atoms 1 to 6, given in e:
1. C 0.577
2. C 0.200
3. C -0.386
4. C -1.045
5. N -0.578
6. N -0.344

***

# 4
DFT (ωB97M-V/def2-TZVPD) results for 12 unconnected molecules or ions with the total composition C44H48F32O28.

As for the total energy: -190693.65115 eV. As for the charge: 0. The HOMO energy is -10.3 eV. As for the SMILES: FC(F)C(F)(F)COC(F)(F)C(F)F.FC(F)C(F)(F)COC(F)(F)C(F)F.FC(F)C(F)(F)COC(F)(F)C(F)F.FC(F)C(F)(F)COC(F)(F)C(F)F.O=C1OCCO1.O=C1OCCO1.O=C1OCCO1.O=C1OCCO1.O=C1OCCO1.O=C1OCCO1.O=C1OCCO1.O=C1OCCO1. The calculation puts the largest force on an atom at 5.15 eV Å⁻¹.

```
152
Properties=species:S:1:pos:R:3:forces:R:3
F -3.392797 -7.503162 4.783623 0.26 0.63 -0.64
C -3.737052 -6.417356 4.007763 -0.22 -0.92 0.82
F -4.635796 -5.723148 4.757322 0.48 0.42 -0.30
C -2.493683 -5.557589 3.629235 -0.93 -1.24 0.20
F -1.580548 -6.373834 3.072189 0.28 -0.48 -0.18
F -1.935086 -5.044337 4.736296 -0.06 0.53 0.23
C -2.910478 -4.499656 2.658561 0.85 1.76 1.00
O -3.434174 -5.020992 1.473506 0.61 -0.20 -1.89
C -2.567807 -4.964716 0.330128 -1.68 -0.62 0.72
F -2.080180 -3.727123 0.227484 0.44 0.01 -0.10
F -1.580979 -5.861947 0.421827 0.39 0.34 0.12
C -3.424765 -5.282672 -0.928007 -1.67 1.06 0.18
F -2.738666 -5.362749 -2.084891 0.50 -0.37 0.67
F -4.149709 -6.402832 -0.722576 0.58 -0.76 0.00
H -4.263117 -6.777289 3.123567 0.21 -0.03 -0.13
H -2.109510 -3.772728 2.523941 0.50 -0.37 -0.36
H -3.591737 -3.860533 3.220264 -0.93 -0.27 -0.43
H -4.188088 -4.516267 -1.062424 0.33 0.47 0.13
F 3.250636 0.952025 -0.997908 -0.58 0.76 -1.19
C 4.406602 0.677245 -0.420363 0.16 0.19 3.59
F 4.620287 -0.641953 -0.543375 0.91 -0.70 -0.92
C 5.580454 1.600349 -0.793701 0.39 -0.42 -2.86
F 6.707392 1.259859 -0.151938 -0.01 -0.74 0.30
F 5.334705 2.872905 -0.401568 -0.77 -0.19 -0.22
C 5.803142 1.547028 -2.348361 -0.23 0.49 -0.50
O 6.547592 0.408840 -2.759355 0.82 -1.28 0.45
C 6.042507 -0.645880 -3.549246 2.71 3.20 0.70
F 4.793626 -0.819905 -3.202100 -1.29 -1.47 -0.19
F 6.088198 -0.209442 -4.820676 -0.30 -0.72 -0.48
C 7.026885 -1.870611 -3.314197 -0.35 -0.15 1.24
F 6.561234 -2.947558 -3.978564 -0.02 0.26 -0.37
F 8.337269 -1.690766 -3.618214 -0.80 0.66 -0.81
H 4.263792 0.786391 0.654724 -0.06 0.46 0.33
H 6.350684 2.419830 -2.704042 0.30 0.06 0.48
H 4.859833 1.637522 -2.886962 -0.37 -0.27 0.22
H 7.070317 -2.095094 -2.248444 -0.61 0.03 0.16
F -0.232076 -3.584261 -1.604539 -2.30 0.83 1.70
C 0.927966 -3.920865 -2.088447 0.29 -1.36 0.97
F 0.845286 -3.499329 -3.364420 1.61 0.17 -0.46
C 2.053803 -3.370019 -1.151000 0.38 1.06 -3.06
F 1.954944 -3.814308 0.089265 -0.47 -0.71 0.45
F 1.972764 -1.997636 -1.078904 -0.15 -0.19 -0.13
C 3.420131 -3.704307 -1.746418 0.64 0.73 1.07
O 3.560917 -5.097633 -1.840314 1.25 -1.80 -2.66
C 4.318276 -5.608630 -2.989584 -0.52 0.29 1.49
F 3.876952 -5.245935 -4.177028 -1.64 0.53 -0.61
F 5.573971 -5.153692 -3.011492 0.58 0.07 1.13
C 4.354320 -7.135870 -2.887303 0.59 -1.11 1.45
F 3.132223 -7.691906 -2.864099 -0.54 0.36 -0.47
F 5.071238 -7.689819 -3.887908 -0.24 0.54 -0.46
H 0.994793 -5.007919 -2.044428 0.26 -0.19 -0.39
H 4.081370 -3.337013 -0.961579 0.50 0.09 -0.13
H 3.658259 -3.177268 -2.670334 -0.43 0.02 -0.06
H 4.841089 -7.463811 -1.968818 0.13 0.45 0.23
F 2.734511 6.512490 1.805705 -1.97 1.47 -1.12
C 2.964014 5.307497 2.267729 2.38 -1.84 1.00
F 2.778409 5.373588 3.609479 0.03 -0.35 0.13
C 2.188469 4.068411 1.703741 0.79 3.35 -1.98
F 0.981741 4.066324 2.293588 -0.43 -1.00 0.22
F 2.875436 2.918185 1.889897 -0.46 0.40 0.57
C 1.992393 4.313167 0.184939 -0.81 -0.66 -1.38
O 3.069645 4.970270 -0.475604 1.74 0.65 -0.77
C 2.957416 5.640405 -1.736459 0.60 0.06 3.26
F 2.649928 4.895149 -2.712458 -0.95 -2.91 -2.45
F 1.957488 6.522230 -1.619007 -0.41 1.13 0.14
C 4.270416 6.378795 -2.112043 -0.23 1.73 2.53
F 5.358548 5.637235 -2.280911 -0.05 -1.00 -0.47
F 4.035443 7.133047 -3.190517 -0.19 -0.22 -0.94
H 4.014243 5.194673 1.998657 0.31 -0.83 0.57
H 1.082433 4.878448 -0.016380 -0.16 -0.05 0.44
H 1.888795 3.321904 -0.256392 -0.24 -0.09 -0.13
H 4.485837 7.077603 -1.303733 0.03 0.03 0.26
O -2.381077 3.499759 -0.046580 -1.69 1.24 -0.20
C -3.396602 4.145600 -0.185177 0.55 -0.73 -1.00
O -4.090662 4.775121 0.763863 0.33 -0.73 1.16
C -5.328309 5.260953 0.292096 -0.17 1.03 -1.66
C -5.310863 4.882499 -1.219030 -0.67 0.69 1.53
O -4.037239 4.341786 -1.396666 1.40 -1.05 0.19
H -6.227201 4.836200 0.738957 0.53 0.02 0.65
H -5.290271 6.349351 0.337283 -0.28 -0.10 0.61
H -5.411227 5.802009 -1.795666 -0.24 -0.47 -0.40
H -6.106035 4.145653 -1.332462 0.20 0.01 -0.87
O 3.093963 1.899912 -4.764265 -1.21 -1.35 0.17
C 2.202761 1.068028 -4.664252 1.95 4.06 -2.49
O 1.255593 0.892375 -5.593238 0.21 0.25 -1.67
C 0.334222 -0.069535 -5.137088 -1.34 0.06 0.17
C 1.079254 -0.696226 -4.000117 -0.10 -1.23 -0.33
O 1.982377 0.334978 -3.667311 0.21 -2.07 4.05
H -0.537643 0.484650 -4.789477 -0.15 -0.21 0.12
H -0.005774 -0.767454 -5.902219 0.42 0.12 -0.14
H 1.691204 -1.533243 -4.336286 -0.10 -0.13 -0.03
H 0.449568 -1.055453 -3.186140 0.25 0.53 0.16
O -7.309413 -2.466700 3.666998 2.23 1.56 1.19
C -6.272246 -1.934252 4.074004 -3.24 -2.22 -2.41
O -5.909974 -0.698119 3.815595 -1.66 1.83 -0.34
C -4.671585 -0.402496 4.377581 1.08 0.79 -0.44
C -4.265347 -1.645234 5.081448 -0.18 -0.58 0.20
O -5.299701 -2.583519 4.643614 1.97 -0.90 1.63
H -3.990104 -0.262128 3.538550 0.14 0.66 0.11
H -4.691125 0.429602 5.081389 -0.21 0.23 -0.45
H -4.319770 -1.504649 6.160966 0.21 -0.53 -0.07
H -3.275685 -1.894955 4.698959 -0.12 -0.75 0.53
O 0.425112 2.254179 -2.057665 -0.82 0.06 -0.98
C -0.432218 2.668415 -2.793386 -0.65 0.05 1.28
O -0.566341 3.951266 -3.166416 0.89 -0.20 0.95
C -1.780400 4.177393 -3.853425 0.89 0.13 -1.49
C -2.226886 2.744133 -4.164635 -1.58 0.07 0.10
O -1.518715 1.951698 -3.241678 1.62 0.04 0.75
H -2.465009 4.819143 -3.298837 0.00 -0.50 0.33
H -1.431511 4.745740 -4.715608 -0.60 -0.11 -0.36
H -2.065307 2.319905 -5.155598 0.25 0.58 -0.21
H -3.284365 2.620018 -3.931330 -0.06 -0.02 -0.10
O -2.793480 -2.388450 -3.366509 -1.36 2.41 2.12
C -3.402998 -1.629941 -2.617646 1.06 -0.27 -2.90
O -3.573227 -0.254108 -2.821005 0.60 -1.24 -0.37
C -4.478691 0.268556 -1.870927 -0.08 -0.23 0.58
C -4.738443 -0.906140 -0.905645 0.16 1.15 -0.48
O -4.081417 -1.990734 -1.556407 -0.67 -0.92 1.36
H -4.000928 1.064630 -1.299879 -0.02 0.33 -0.39
H -5.397719 0.608608 -2.348266 0.16 0.09 -0.18
H -5.811732 -1.058255 -0.791615 0.25 -0.55 0.12
H -4.258696 -0.645983 0.037887 -0.08 -0.72 0.17
O -1.291786 -1.482783 3.005220 0.81 2.05 -2.86
C -0.990653 -0.803289 2.009447 -0.69 -2.18 2.51
O -0.020984 0.135833 1.970312 -1.14 -1.29 0.18
C -0.123406 0.747697 0.708855 0.98 1.69 -1.79
C -1.106543 -0.070240 -0.135834 -0.02 0.95 -0.21
O -1.588745 -0.950832 0.808441 -0.56 -1.88 2.24
H -0.422660 1.784385 0.863250 -0.13 -0.01 -0.15
H 0.840076 0.736082 0.199279 0.13 0.12 0.29
H -0.637157 -0.601903 -0.963544 0.02 0.02 0.04
H -2.016412 0.434181 -0.461122 0.54 0.67 -0.49
O -2.317531 1.095566 6.032426 -0.23 0.74 -0.42
C -2.292432 2.042082 5.289864 0.26 -0.79 1.32
O -1.795127 2.032537 4.085051 0.50 -0.29 -2.28
C -2.115648 3.256210 3.414052 0.63 0.68 -0.75
C -2.630128 4.190268 4.507265 -0.71 -0.98 -1.17
O -2.709865 3.266524 5.565738 -0.83 1.23 2.64
H -1.207372 3.659034 2.965856 -0.14 -0.33 -0.19
H -2.886198 3.101933 2.658719 0.24 -0.31 -0.06
H -3.654794 4.475875 4.269382 0.06 0.33 0.12
H -2.025534 5.087433 4.640116 0.18 -0.37 0.70
O 3.429376 -0.746082 7.383085 -1.34 0.72 -1.95
C 2.755493 -0.661527 6.363193 1.33 -2.53 4.22
O 3.059052 0.000928 5.304258 0.40 1.72 -2.23
C 2.190334 -0.391866 4.252464 -1.61 -0.73 -1.00
C 1.018432 -1.095130 4.990555 0.32 1.15 -1.02
O 1.659011 -1.421073 6.182181 -0.17 -0.69 1.29
H 1.799790 0.415238 3.632654 0.52 0.34 0.39
H 2.660463 -1.118895 3.590256 0.49 0.09 0.12
H 0.616264 -1.955348 4.455416 0.25 -0.03 0.29
H 0.204191 -0.398480 5.190022 -0.15 -0.01 0.01
```
Positions in Å, forces in eV/Å.

Here are the Mulliken charges for atoms 1 to 6, given in e:
1. F -0.294
2. C 0.120
3. F -0.241
4. C 1.050
5. F -0.334
6. F -0.286

***

# 5
DFT (ωB97M-V/def2-TZVPD) results for a molecular structure, C5H6N.

As for the total energy: -6759.03954 eV. As for the charge: +1. The HOMO energy is -14.1 eV. The relative energy (zero: lowest compared OMol25 entry of this formula, charge and spin) is 592.2 kJ/mol. The calculation puts the largest force on an atom at 4.38 eV Å⁻¹.

```
12
Properties=species:S:1:pos:R:3:forces:R:3
C -1.511872 -0.524936 -0.121323 0.91 -1.99 0.20
C -0.840506 -1.576014 0.053966 0.36 -0.02 0.24
C -1.643272 0.831648 -0.236206 -1.27 4.19 -0.21
C -0.429374 1.256028 0.150385 1.72 -1.38 -0.29
C 0.262142 -0.132892 0.518632 -2.72 -0.14 -1.60
N 1.435370 -0.680935 -0.229834 -0.14 -0.19 -1.59
H -2.534418 1.466813 -0.489166 1.02 -0.98 0.24
H 0.102257 2.214134 0.203733 -0.65 -0.37 0.08
H 0.172419 -0.384926 1.539121 0.85 -0.08 1.24
H 1.074800 -0.700715 -1.270456 1.07 -0.34 2.23
H 1.621320 -1.703565 0.098039 -0.32 2.10 -0.79
H 2.291130 -0.064635 -0.216887 -0.82 -0.78 0.25
```
Positions in Å, forces in eV/Å.

Here are the Mulliken charges for atoms 1 to 6, given in e:
1. C 0.498
2. C -0.836
3. C -0.196
4. C -0.581
5. C -0.005
6. N -0.366